1.
77
Properties=species:S:1:pos:R:3:mulliken_charge:R:1 method="wB97M-V/def2-TZVPD" lumo_energy_ev=-6.3 gap_ev=7.466 multiplicity=1 total_charge=+3 e_homo_ev=-13.8
C 22.189 22.395 -13.471 -1.011
C 20.993 21.795 -12.756 -0.643
N 19.722 22.109 -13.429 0.230
C 19.088 21.375 -14.418 -0.850
C 17.975 22.089 -14.743 -0.641
N 17.883 23.153 -13.904 0.258
C 19.003 23.210 -13.176 -0.052
C 16.880 24.221 -14.026 -0.807
H 23.057 22.185 -12.833 0.419
H 22.119 23.468 -13.609 0.331
H 22.508 21.834 -14.353 0.281
H 20.929 22.289 -11.786 0.312
H 21.092 20.722 -12.619 0.380
H 19.446 20.434 -14.795 0.533
H 17.149 21.918 -15.423 0.802
H 19.199 23.922 -12.391 0.419
H 15.949 23.965 -13.527 0.287
H 16.737 24.449 -15.081 0.316
H 17.219 25.120 -13.511 0.339
C 15.669 19.675 -18.070 -0.912
C 14.991 18.518 -17.331 -0.709
N 15.716 18.093 -16.124 0.196
C 16.629 17.061 -16.116 -0.358
C 16.986 16.877 -14.827 -0.427
N 16.256 17.740 -14.053 0.116
C 15.521 18.512 -14.883 -0.144
C 16.271 17.863 -12.604 -0.735
H 15.235 19.792 -19.063 0.400
H 16.741 19.516 -18.199 0.287
H 15.536 20.674 -17.637 0.202
H 14.881 17.661 -17.993 0.400
H 13.968 18.723 -17.018 0.381
H 17.005 16.658 -17.040 0.453
H 17.746 16.300 -14.325 0.422
H 14.807 19.259 -14.578 0.451
H 16.836 17.027 -12.204 0.299
H 15.252 18.020 -12.255 0.347
H 16.759 18.786 -12.274 0.299
C 24.516 23.341 -19.782 -1.087
C 23.882 22.513 -18.689 -0.635
N 22.594 23.071 -18.262 0.191
C 22.433 23.900 -17.189 -0.884
C 21.098 23.989 -16.930 -0.131
N 20.465 23.199 -17.859 0.328
C 21.383 22.685 -18.678 -0.143
C 19.016 23.174 -18.087 -1.028
H 24.656 24.408 -19.607 0.344
H 23.960 23.287 -20.721 0.342
H 25.517 22.957 -19.991 0.363
H 24.540 22.448 -17.821 0.357
H 23.693 21.463 -18.914 0.391
H 23.217 24.409 -16.655 0.496
H 20.539 24.597 -16.243 0.568
H 21.215 22.114 -19.576 0.462
H 18.595 22.187 -17.916 0.354
H 18.812 23.501 -19.103 0.433
H 18.511 23.861 -17.413 0.228
C 12.696 26.147 -18.570 -0.960
C 13.510 26.461 -19.823 -0.446
N 12.998 27.642 -20.519 0.221
C 13.112 28.912 -20.114 -0.262
C 12.382 29.711 -20.966 -0.491
N 11.927 28.848 -21.947 0.096
C 12.329 27.607 -21.685 0.018
C 11.216 29.234 -23.148 -0.824
H 12.482 27.049 -17.990 0.321
H 13.163 25.427 -17.900 0.192
H 11.698 25.749 -18.765 0.333
H 13.350 25.619 -20.498 0.154
H 14.582 26.523 -19.657 0.355
H 13.670 29.169 -19.229 0.450
H 12.162 30.757 -21.079 0.450
H 12.271 26.699 -22.259 0.340
H 11.297 28.448 -23.896 0.312
H 11.583 30.173 -23.551 0.338
H 10.155 29.324 -22.906 0.343
Br 15.602 23.710 -17.670 -0.756

2.
79
Properties=species:S:1:pos:R:3:mulliken_charge:R:1 method="wB97M-V/def2-TZVPD" s2=0.753 lumo_energy_ev="0.3 / 0.3" gap_ev="7.422 / 8.695" multiplicity=2 e_homo_ev="-7.1 / -8.4"
C -3.760 0.034 -2.816 -1.113
C -2.700 -0.076 -3.864 0.205
H -4.420 0.889 -3.027 0.394
H -3.356 0.125 -1.795 -0.061
H -4.388 -0.868 -2.841 0.254
C -2.802 0.481 -5.086 0.133
C -3.968 1.240 -5.604 -1.499
H -2.006 0.318 -5.809 0.295
H -4.327 1.992 -4.891 0.359
H -4.807 0.588 -5.890 0.296
H -3.640 1.764 -6.511 0.373
Ti -0.702 -1.081 2.098 -0.095
Cl -1.275 -2.252 3.888 -0.593
Cl -0.745 -2.632 0.383 -0.404
C 1.867 -2.291 1.574 -0.212
O 1.268 -1.267 2.055 -0.298
N 3.089 -2.217 1.081 0.304
C 3.851 -0.976 1.217 -0.747
C 3.614 -3.315 0.278 -0.796
H 1.374 -3.269 1.539 0.603
H 3.862 -0.657 2.271 0.235
H 3.412 -0.160 0.616 0.194
H 4.872 -1.186 0.873 0.323
H 3.234 -4.270 0.675 0.337
H 4.706 -3.305 0.315 0.327
H 3.276 -3.248 -0.768 0.276
H -3.361 3.264 4.112 0.313
H -2.393 2.447 0.975 0.198
C -2.364 3.675 3.886 -0.936
C -1.802 3.201 1.504 -0.761
N -1.652 2.853 2.914 0.197
H -1.781 3.726 4.818 0.357
C -0.935 1.825 3.364 0.258
O -0.549 0.831 2.690 -0.043
H -0.829 3.307 1.015 0.303
H -0.691 1.901 4.435 -0.152
H -2.472 4.676 3.467 0.330
H -2.323 4.161 1.496 0.406
O -0.996 -0.161 -2.216 0.125
C -1.432 -0.794 -3.415 0.397
C 0.231 0.349 -4.923 -0.080
C -0.361 -0.839 -4.495 0.143
H -0.022 1.289 -4.425 1.093
C 1.069 0.353 -6.040 -1.253
H -1.724 -1.818 -3.125 0.279
C -0.056 -2.052 -5.136 -0.567
H 1.553 1.284 -6.351 0.411
C 1.226 -0.822 -6.787 -0.490
C 0.695 -2.027 -6.314 -0.672
H -0.469 -2.977 -4.730 0.417
H 1.781 -0.801 -7.731 0.369
H 0.842 -2.956 -6.874 0.373
Si 0.480 0.336 -1.619 -0.384
Cl -2.653 -0.193 1.009 -0.441
C 1.167 1.930 -2.280 -1.251
C 1.637 -1.113 -1.777 -0.659
C 0.059 0.834 0.092 1.050
H 1.548 1.881 -3.305 0.421
H 2.016 2.184 -1.624 0.404
H 0.418 2.733 -2.197 0.302
H -0.969 1.229 0.128 -0.489
H 0.749 1.515 0.602 0.575
H 0.110 -0.179 0.593 -0.621
H 1.820 -1.316 -2.842 0.453
H 1.185 -2.013 -1.329 0.183
H 2.603 -0.906 -1.292 0.323
C 1.939 -0.755 6.923 -0.542
C 0.523 -0.384 7.441 -0.625
C -0.252 0.024 6.178 -0.355
O 0.658 0.118 5.054 -0.093
C 1.899 -0.484 5.417 -0.277
H 2.693 -0.130 7.412 0.252
H 2.159 -1.812 7.122 0.274
H 0.568 0.472 8.128 0.246
H 0.021 -1.225 7.931 0.290
H -1.015 -0.736 5.940 0.206
H -0.776 0.988 6.291 0.348
H 2.715 0.169 5.070 0.276
H 1.983 -1.425 4.858 0.023

3.
84
Properties=species:S:1:pos:R:3:mulliken_charge:R:1 method="wB97M-V/def2-TZVPD" lumo_energy_ev=0.5 smiles="CCCC[C@H](CCOC(C)=O)O[C@@H](NCC)[C@H](NCC)OC.CCOC(=O)C(F)(F)F.CCOC(=O)C(F)(F)F" gap_ev=9.215 multiplicity=1 e_homo_ev=-8.7
C 0.901 -0.849 2.852 -0.467
C 1.485 0.526 3.153 -0.700
C 1.837 1.384 1.933 -0.696
C 2.676 0.714 0.840 -0.900
C 1.926 -0.134 -0.188 2.110
C 2.757 -0.412 -1.445 -1.199
C 4.208 -0.741 -1.153 -0.692
O 4.738 -1.378 -2.326 -0.307
C 6.056 -1.252 -2.628 0.666
C 7.009 -1.033 -1.473 -0.944
O 6.409 -1.357 -3.764 -0.559
O 0.751 0.593 -0.519 0.190
C -0.186 -0.045 -1.341 -1.056
N -0.795 -1.169 -0.666 0.265
C -1.235 -2.288 -1.488 -0.285
C -2.754 -2.417 -1.575 -1.278
C -1.249 0.985 -1.800 -0.249
N -0.643 2.292 -2.005 -0.014
C -1.563 3.254 -2.638 -0.254
C -1.419 4.641 -2.033 -1.153
O -2.364 1.086 -0.961 -0.171
C -2.090 1.550 0.349 -0.056
H 0.630 -1.368 3.773 0.470
H 1.614 -1.482 2.323 -0.059
H 0.000 -0.765 2.236 0.065
H 2.374 0.407 3.781 0.344
H 0.765 1.086 3.756 0.357
H 2.416 2.236 2.298 0.404
H 0.932 1.800 1.489 0.032
H 3.193 1.505 0.286 0.561
H 3.453 0.101 1.310 0.289
H 1.664 -1.109 0.237 -0.779
H 2.676 0.451 -2.111 0.099
H 2.349 -1.273 -1.980 0.289
H 4.283 -1.424 -0.300 0.349
H 4.788 0.155 -0.927 0.458
H 6.641 -1.464 -0.544 0.314
H 7.965 -1.472 -1.743 0.320
H 7.162 0.037 -1.318 0.297
H 0.303 -0.398 -2.271 0.614
H -0.235 -1.460 0.119 -0.120
H -0.822 -2.170 -2.499 0.315
H -0.809 -3.215 -1.094 0.257
H -3.048 -3.443 -1.803 0.454
H -3.199 -2.132 -0.622 0.263
H -3.171 -1.767 -2.346 0.245
H -1.659 0.581 -2.740 0.246
H 0.160 2.165 -2.612 0.198
H -1.373 3.312 -3.717 0.369
H -2.585 2.892 -2.518 0.114
H -2.198 5.316 -2.391 0.333
H -1.468 4.585 -0.945 0.196
H -0.446 5.068 -2.284 0.374
H -1.397 0.900 0.888 -0.347
H -1.681 2.564 0.339 0.123
H -3.043 1.559 0.875 0.354
C 2.167 -6.928 4.377 -1.111
C 1.203 -5.805 4.079 -0.268
O 1.669 -4.996 2.968 -0.255
C 1.432 -5.478 1.760 0.234
O 0.873 -6.493 1.468 -0.526
C 1.957 -4.483 0.697 1.014
F 3.189 -4.051 0.985 -0.287
F 1.146 -3.407 0.660 -0.272
F 1.970 -5.037 -0.506 -0.265
H 3.164 -6.534 4.574 0.307
H 1.829 -7.470 5.260 0.379
H 2.223 -7.629 3.545 0.324
H 1.133 -5.102 4.905 0.317
H 0.207 -6.177 3.841 0.338
C -6.734 2.947 -0.957 -1.356
C -5.300 3.153 -0.530 0.144
O -4.854 4.505 -0.806 -0.206
C -5.202 5.427 0.072 0.310
O -5.842 5.284 1.073 -0.536
C -4.610 6.794 -0.350 0.892
F -4.815 7.039 -1.649 -0.250
F -3.286 6.798 -0.130 -0.240
F -5.156 7.778 0.356 -0.253
H -6.856 3.190 -2.013 0.322
H -7.007 1.902 -0.809 0.404
H -7.412 3.568 -0.373 0.351
H -4.614 2.527 -1.097 0.144
H -5.162 2.950 0.532 0.295

4.
82
Properties=species:S:1:pos:R:3:mulliken_charge:R:1 method="wB97M-V/def2-TZVPD" s2=6.013 lumo_energy_ev="-6.7 / -11.4" gap_ev="9.387 / 4.639" multiplicity=5 total_charge=+3 e_homo_ev="-16.1 / -16.1"
Rh -0.049 1.162 -0.329 1.291
C 4.188 -1.098 -2.348 -0.823
N 2.988 -1.911 -2.358 0.331
C 3.060 -3.178 -3.054 -0.720
P 1.647 -1.479 -1.342 1.527
O 1.694 -0.012 -1.179 -1.362
O 0.473 -2.111 -2.132 -0.243
P -1.201 -1.813 -1.880 0.073
O -1.221 -0.711 -0.885 -0.717
N -1.774 -3.214 -1.351 0.485
C -1.620 -4.464 -2.104 -1.166
C -2.579 -3.314 -0.123 -0.909
N -1.705 -1.480 -3.368 0.366
C -1.040 -0.415 -4.125 -0.924
C -2.749 -2.214 -4.092 -0.958
N 1.902 -2.322 0.017 0.796
C 1.574 -3.744 0.166 -0.800
C 2.655 -1.733 1.136 -1.145
H 4.432 -0.842 -3.385 0.390
H 5.026 -1.683 -1.958 0.346
H 4.036 -0.191 -1.773 0.231
H 3.348 -2.982 -4.092 0.390
H 2.107 -3.694 -3.029 0.129
H 3.849 -3.795 -2.613 0.376
H -0.983 -4.311 -2.975 0.303
H -2.586 -4.835 -2.446 0.425
H -1.167 -5.220 -1.461 0.399
H -2.553 -2.371 0.416 0.231
H -2.170 -4.102 0.509 0.317
H -3.613 -3.559 -0.366 0.332
H -0.383 0.166 -3.477 0.161
H -1.790 0.263 -4.534 0.402
H -0.458 -0.829 -4.950 0.270
H -3.354 -2.793 -3.401 0.321
H -2.318 -2.874 -4.846 0.343
H -3.399 -1.493 -4.587 0.335
H 0.986 -4.097 -0.676 0.142
H 0.990 -3.876 1.078 0.326
H 2.488 -4.334 0.251 0.345
H 2.866 -0.685 0.937 0.339
H 3.588 -2.278 1.285 0.366
H 2.055 -1.800 2.044 0.364
N -0.175 1.051 1.684 -0.116
S 0.709 1.945 2.730 0.176
C -0.434 2.556 3.956 0.613
C 0.093 3.021 5.155 -0.519
C -0.771 3.550 6.099 -0.653
C -2.135 3.612 5.840 -0.531
C -2.643 3.154 4.634 -0.588
C -1.790 2.627 3.673 -0.363
C 1.689 0.814 3.680 0.586
C 3.068 0.926 3.558 -0.399
C 3.878 0.043 4.262 -0.660
C 3.302 -0.934 5.062 -0.477
C 1.916 -1.033 5.177 -0.787
C 1.100 -0.152 4.490 -0.366
H -0.807 0.403 2.146 0.159
H 1.156 2.968 5.358 0.444
H -0.379 3.915 7.038 0.420
H -2.804 4.023 6.585 0.417
H -3.704 3.209 4.435 0.413
H -2.179 2.288 2.723 0.459
H 3.503 1.708 2.947 0.514
H 4.954 0.133 4.203 0.465
H 3.934 -1.609 5.622 0.468
H 1.479 -1.780 5.825 0.470
H 0.023 -0.194 4.609 0.435
C -0.446 4.837 -3.213 -1.019
N -1.703 4.245 -2.744 0.104
C -2.918 4.986 -3.093 -1.093
C -1.691 3.158 -2.011 0.951
C -2.968 2.527 -1.540 -1.406
O -0.566 2.638 -1.699 -0.957
H -0.655 5.414 -4.109 0.391
H 0.274 4.058 -3.440 0.324
H -0.033 5.499 -2.451 0.317
H -2.752 6.040 -2.880 0.385
H -3.769 4.650 -2.513 0.423
H -3.131 4.873 -4.156 0.354
H -3.404 3.113 -0.728 0.455
H -2.755 1.523 -1.175 0.045
H -3.708 2.462 -2.336 0.462

5.
75
Properties=species:S:1:pos:R:3:mulliken_charge:R:1 method="wB97M-V/def2-TZVPD" s2=3.894 lumo_energy_ev="-8.8 / -7.8" gap_ev="5.012 / 6.263" multiplicity=4 total_charge=+2 e_homo_ev="-13.9 / -14.1"
Re -0.031 -0.367 0.506 1.577
C -1.003 -2.090 1.885 -0.412
C 0.308 -2.316 1.269 1.218
C 0.473 -0.513 2.713 1.240
C -0.879 -0.957 2.745 1.081
C 1.226 -1.389 1.864 -0.164
C -2.219 -2.950 1.802 -1.398
H -1.976 -3.936 1.389 0.358
H -3.009 -2.499 1.186 0.171
H -2.658 -3.092 2.800 0.555
C -1.940 -0.436 3.651 -1.411
H -2.641 -1.238 3.923 0.333
H -2.505 0.394 3.203 0.192
H -1.478 -0.042 4.565 0.448
C 1.089 0.409 3.703 -1.848
H 1.457 -0.177 4.556 0.419
H 0.379 1.144 4.087 0.425
H 1.944 0.941 3.292 0.184
C 2.697 -1.598 2.057 -1.181
H 2.907 -1.959 3.075 0.306
H 3.281 -0.668 1.976 0.200
H 3.081 -2.323 1.345 0.525
C 0.753 -3.509 0.488 -1.627
H 1.492 -4.086 1.059 0.396
H 1.226 -3.222 -0.455 0.274
H -0.094 -4.153 0.252 0.387
C -0.907 1.413 -1.922 -0.364
C -1.796 0.310 -2.300 -0.303
C -1.480 -0.432 -3.637 -1.284
C -0.022 -0.944 -3.789 -1.160
C 0.873 -0.562 -2.540 1.575
C 1.651 0.604 -2.782 -0.442
C 1.244 1.985 -3.014 -0.918
C -0.283 2.186 -3.047 -1.247
H -1.743 0.274 -4.436 0.631
H 0.418 -0.570 -4.753 0.371
H -2.189 -1.262 -3.779 0.439
H -0.662 1.903 -4.036 0.298
H -1.248 2.061 -1.100 0.584
H -2.830 0.705 -2.412 0.816
H -0.565 3.245 -2.942 0.486
H 1.659 2.662 -2.259 0.040
H 2.663 0.414 -3.145 0.813
H 1.714 2.375 -3.926 0.652
H -0.038 -2.054 -3.856 0.408
H 1.630 -1.381 -2.515 0.461
P -2.109 -0.763 -0.796 0.963
C -3.659 -0.171 -0.090 -1.170
C -2.035 -2.431 -1.502 -1.373
P 3.273 0.855 0.394 0.061
C 1.510 0.640 0.069 -0.323
C 3.857 -0.425 -0.862 -0.756
C 3.295 2.626 -0.070 -1.159
H -3.512 0.241 0.917 0.233
H -4.364 -1.021 -0.114 0.509
H -3.974 0.620 -0.788 0.538
H -1.143 -2.548 -2.132 0.113
H -2.939 -2.531 -2.099 0.506
H -2.010 -3.210 -0.734 0.298
H 3.574 2.718 -1.120 0.289
H 4.021 3.128 0.578 0.506
H 2.296 3.027 0.140 0.321
H 1.186 1.417 -0.630 0.424
H 0.260 -0.538 -1.603 -1.978
H 4.870 -0.692 -0.563 0.482
H 3.877 0.048 -1.849 0.206
H 3.209 -1.324 -0.837 0.084
C -1.033 4.155 2.740 -1.056
S -1.378 2.891 1.506 1.145
O -2.612 2.226 1.904 -0.723
O -1.377 3.561 0.211 -0.799
O -0.163 2.006 1.639 -0.495
H -1.872 4.855 2.788 0.397
H -0.106 4.658 2.441 0.339
H -0.911 3.682 3.716 0.317

6.
81
Properties=species:S:1:pos:R:3:mulliken_charge:R:1 method="wB97M-V/def2-TZVPD" s2=3.757 lumo_energy_ev="2.4 / 2.4" gap_ev="6.786 / 6.677" multiplicity=4 total_charge=-1 e_homo_ev="-4.4 / -4.3"
C -1.603 -1.886 -3.148 -1.393
C -1.029 -2.690 -2.028 0.105
H -1.429 -2.366 -4.116 0.416
H -1.173 -0.872 -3.161 0.013
H -2.690 -1.788 -3.002 0.276
C -0.460 -3.900 -2.165 0.358
C -0.242 -4.596 -3.464 -1.648
H -0.177 -4.474 -1.280 0.486
H -0.293 -3.921 -4.325 0.387
H -0.975 -5.398 -3.624 0.267
H 0.740 -5.083 -3.473 0.337
Co -0.647 0.745 -0.508 -0.101
Cl -2.800 0.962 -0.518 -0.677
Cl 0.298 1.444 -2.295 -0.669
H 0.871 4.083 3.611 0.313
H -1.015 5.574 2.746 0.324
C 1.121 3.842 2.572 -0.964
C -0.752 5.248 1.731 -0.937
N -0.090 3.943 1.769 0.337
H 1.528 2.834 2.488 0.203
C -0.534 2.920 1.058 0.133
O 0.116 1.839 0.910 -0.322
H -1.662 5.159 1.124 0.296
H -1.534 3.050 0.610 0.176
H 1.847 4.581 2.217 0.365
H -0.093 6.009 1.288 0.301
H 1.664 -1.353 -2.760 0.256
H 2.122 -3.562 -1.217 0.150
C 2.566 -0.944 -2.283 -1.078
C 3.022 -2.966 -0.988 -0.768
N 2.726 -1.548 -0.986 0.389
H 2.458 0.135 -2.173 0.214
C 2.679 -0.807 0.161 0.621
O 2.720 0.414 0.232 -0.591
H 3.422 -3.276 -0.013 0.306
H 2.598 -1.456 1.067 -0.204
H 3.429 -1.189 -2.917 0.361
H 3.764 -3.196 -1.768 0.340
O -0.175 -1.036 -0.532 1.180
C -1.133 -2.018 -0.656 0.368
C 0.236 -3.344 1.021 0.836
C -1.010 -2.974 0.530 -0.554
H 1.114 -2.786 0.672 0.048
C 0.341 -4.395 1.937 -1.124
H -2.139 -1.563 -0.606 0.376
C -2.167 -3.506 1.107 -0.665
H 1.333 -4.698 2.286 0.452
C -0.814 -5.019 2.413 -0.595
C -2.067 -4.549 2.030 -0.590
H -3.132 -3.107 0.789 0.414
H -0.733 -5.852 3.112 0.346
H -2.977 -4.983 2.450 0.366
Si -0.503 4.206 -4.042 0.534
Cl -0.993 2.395 -4.957 -0.316
C 1.344 4.344 -3.781 -0.762
C -1.636 4.532 -2.583 -0.427
C -0.919 5.440 -5.421 -1.031
H 1.762 3.491 -3.235 0.150
H 1.594 5.258 -3.224 0.305
H 1.834 4.406 -4.764 0.276
H -0.196 5.331 -6.243 0.247
H -0.891 6.483 -5.073 0.318
H -1.922 5.242 -5.821 0.256
H -1.520 3.808 -1.766 -0.172
H -2.685 4.485 -2.914 0.284
H -1.444 5.542 -2.180 0.320
C -0.333 -0.675 5.957 -0.993
N -0.383 -0.352 4.542 0.144
C -1.434 0.518 4.075 -0.644
C 0.423 -0.931 3.598 0.562
C 1.435 -1.934 4.083 -1.521
O 0.291 -0.638 2.399 -0.327
H -1.076 -0.071 6.487 0.332
H 0.656 -0.468 6.389 0.295
H -0.551 -1.738 6.134 0.322
H -1.031 1.496 3.768 0.003
H -1.929 0.068 3.204 0.224
H -2.156 0.659 4.887 0.382
H 0.983 -2.929 4.200 0.283
H 2.212 -2.020 3.321 0.239
H 1.896 -1.633 5.031 0.484

no.,energy (eV)
1,-107542.967
2,-105337.638
3,-61266.935
4,-75131.901
5,-63264.823
6,-121356.673